Entry 1:
{
  "formula": "C18H34BBrClIN4O11P2S",
  "method": "ωB97M-V/def2-TZVPD",
  "symbols": ["C", "C", "N", "C", "C", "I", "C", "C", "C", "C", "Br", "C", "O", "C", "N", "P", "O", "Cl", "O", "S", "O", "O", "C", "C", "B", "O", "O", "P", "O", "O", "H", "H", "H", "H", "H", "H", "H", "H", "H", "H", "H", "H", "H", "H", "H", "H", "H", "H", "H", "H", "C", "C", "O", "N", "C", "H", "H", "H", "H", "H", "H", "H", "C", "C", "O", "N", "C", "H", "H", "H", "H", "H", "H", "H"],
  "positions_angstrom": [[3.3081, -1.9722, 3.6711], [2.1204, -2.7492, 3.1286], [2.2729, -3.9369, 2.7056], [0.7032, -2.2252, 3.2031], [-0.0270, -1.5228, 2.0170], [0.9110, -2.1794, 0.1448], [-1.5386, -1.9607, 2.0648], [-1.8057, -3.3535, 1.4258], [-2.3255, -3.2967, -0.0250], [-3.7799, -2.8605, -0.1222], [-4.2626, -2.7424, -2.0178], [-2.1877, -1.9209, 3.4622], [-1.9622, -3.2256, 4.1114], [-2.2299, -3.2433, 5.3811], [-2.5955, -3.3850, 6.4634], [-4.1190, -1.8143, 3.1910], [-4.5297, -3.3412, 3.5653], [-4.7025, -0.7375, 4.8368], [-1.7376, -0.9784, 4.3951], [-1.6345, 0.6131, 3.9571], [-2.6222, 0.7876, 2.9203], [-0.1762, 0.6075, 3.2863], [0.0864, 0.0431, 1.9927], [-0.6285, 0.7178, 0.8258], [-0.7342, 2.3017, 0.8583], [-0.6617, 3.0648, 1.9815], [-0.9627, 2.9527, -0.3421], [1.9777, 0.4285, 1.7992], [2.1407, 1.7109, 2.8099], [2.1083, 1.1633, 0.3413], [3.0409, -0.9969, 4.0718], [4.0009, -1.8007, 2.8480], [3.8148, -2.5588, 4.4368], [3.2580, -4.2014, 2.7253], [0.1327, -3.1300, 3.3956], [0.6191, -1.6185, 4.1062], [-2.1209, -1.2732, 1.4524], [-2.5889, -3.8755, 1.9809], [-0.9268, -3.9918, 1.5016], [-1.7536, -2.5997, -0.6330], [-2.2072, -4.2848, -0.4700], [-3.9198, -1.8546, 0.2562], [-4.4657, -3.5637, 0.3415], [-5.1422, -3.6820, 2.9020], [-1.6772, 0.4122, 0.7262], [-0.1709, 0.4767, -0.1293], [-1.2192, 3.8495, 1.9320], [-1.2889, 2.3391, -1.0126], [2.7442, 2.3387, 2.3857], [2.4787, 0.5578, -0.3133], [0.8184, 0.3480, -4.0958], [1.6737, -0.8599, -3.7928], [1.2165, -1.9517, -3.4773], [3.0188, -0.6876, -3.8914], [3.7375, 0.5226, -4.2542], [-0.2268, 0.0688, -3.9807], [1.0502, 1.1619, -3.4110], [0.9841, 0.6877, -5.1145], [3.5489, -1.5202, -3.6871], [4.3367, 0.3446, -5.1488], [4.4083, 0.8153, -3.4434], [3.0473, 1.3379, -4.4505], [0.8365, 4.9722, -6.1602], [1.1794, 4.1950, -4.9119], [1.6395, 3.0595, -4.9689], [0.9602, 4.7982, -3.7228], [0.4251, 6.1218, -3.4752], [1.0676, 4.3570, -7.0243], [-0.2248, 5.2221, -6.1800], [1.4225, 5.8900, -6.2144], [1.2062, 4.2371, -2.9226], [1.1503, 6.7181, -2.9194], [-0.4868, 6.0460, -2.8816], [0.1976, 6.6275, -4.4075]],
  "homo_ev": -8.441,
  "orbital_gap_ev": 8.50,
  "largest_force_ev_per_a": 1.5,
  "e_lumo_ev": 0.1,
  "multiplicity": 1,
  "e_above_lowest_kcal_mol": 0.0
}



Entry 2:
{
  "formula": "C18H34BBrClIN4O11P2S",
  "method": "ωB97M-V/def2-TZVPD",
  "symbols": ["C", "C", "N", "C", "C", "I", "C", "C", "C", "C", "Br", "C", "O", "C", "N", "P", "O", "Cl", "O", "S", "O", "O", "C", "C", "B", "O", "O", "P", "O", "O", "H", "H", "H", "H", "H", "H", "H", "H", "H", "H", "H", "H", "H", "H", "H", "H", "H", "H", "H", "H", "C", "C", "O", "N", "C", "H", "H", "H", "H", "H", "H", "H", "C", "C", "O", "N", "C", "H", "H", "H", "H", "H", "H", "H"],
  "positions_angstrom": [[-0.5191, 5.4927, -0.3661], [0.6944, 4.6077, -1.0103], [0.8530, 4.8290, -2.3212], [1.7060, 3.6835, -0.2147], [1.4729, 2.1035, -0.1151], [0.1855, 1.5224, -1.8322], [2.9342, 1.3750, -0.1726], [3.4846, 1.1911, -1.7076], [3.2240, -0.3274, -2.2676], [4.2168, -1.4140, -1.5579], [3.6273, -3.1990, -2.2885], [4.0764, 2.0082, 0.7514], [4.9101, 3.0392, 0.0476], [5.6872, 3.6855, 1.0496], [6.6454, 4.0753, 1.6918], [5.4251, 0.6059, 0.9460], [6.7236, 0.9189, -0.1352], [6.1992, 0.6891, 2.9142], [3.7104, 2.6480, 1.9712], [2.6220, 1.7909, 2.9720], [2.8734, 0.2842, 2.8278], [1.1194, 2.2293, 2.3887], [0.6226, 1.6093, 1.2013], [0.2649, 0.0516, 1.2346], [-0.4539, -0.4558, 2.6298], [-0.3671, 0.1700, 3.9087], [-1.2166, -1.7053, 2.5408], [-1.1118, 2.4793, 0.9863], [-1.5935, 3.2171, 2.4606], [-2.3382, 1.4016, 0.5306], [-0.6231, 5.3424, 0.7659], [-1.4928, 5.1157, -0.8473], [-0.4143, 6.6095, -0.6058], [0.1042, 5.4558, -2.6584], [2.7015, 3.8300, -0.7996], [1.8879, 4.1756, 0.8194], [2.8252, 0.2742, 0.1854], [4.6444, 1.2824, -1.7556], [3.0933, 1.9978, -2.4188], [2.1664, -0.7051, -2.0570], [3.3645, -0.3198, -3.4048], [3.9936, -1.4559, -0.4302], [5.3184, -1.2406, -1.8027], [6.9075, 0.1397, -0.7093], [1.1811, -0.6641, 1.1463], [-0.4462, -0.3203, 0.4079], [-0.3080, -0.4822, 4.6409], [-0.9221, -2.2072, 1.7363], [-2.5890, 3.1587, 2.4461], [-2.5085, 1.3682, -0.4362], [-2.5321, -2.6582, -2.1481], [-2.6756, -1.4571, -3.0417], [-1.7434, -1.0291, -3.7139], [-3.8876, -0.8390, -3.0903], [-5.0984, -1.1889, -2.3783], [-1.5124, -3.0405, -2.2147], [-2.7298, -2.3786, -1.1126], [-3.2174, -3.4447, -2.4649], [-3.9081, -0.0408, -3.7109], [-5.8808, -1.3927, -3.1127], [-5.3953, -0.3340, -1.7664], [-4.9643, -2.0611, -1.7409], [-4.8785, -6.0064, 0.4467], [-4.3782, -4.5881, 0.4318], [-4.4109, -3.8958, -0.5804], [-3.8772, -4.0753, 1.5883], [-3.7538, -4.7256, 2.8751], [-5.2462, -6.2726, -0.5446], [-4.0657, -6.6874, 0.7085], [-5.7005, -6.1060, 1.1588], [-3.5610, -3.1180, 1.5018], [-4.3226, -4.1481, 3.6066], [-2.6997, -4.7248, 3.1596], [-4.1227, -5.7493, 2.8566]],
  "homo_ev": -8.059,
  "orbital_gap_ev": 7.92,
  "largest_force_ev_per_a": 6.7,
  "e_lumo_ev": -0.1,
  "multiplicity": 1,
  "e_above_lowest_kcal_mol": 132.9
}